Record 1
C16H20LiN3O7PS | ωB97M-V with the def2-TZVPD basis set

Properties
total charge	+1
E_tot	-2059.19542	a.u.
frontier orbital gap	1.636	eV
energy relative to the best compared isomer or geometry (same formula, charge and spin)	0.0	kJ/mol

Last column: Mulliken charge in e.
Cartesian coordinates (Å):
1 O 4.674 -4.516 -1.672  -0.417
2 P 5.450 -3.272 -0.964  0.180
3 O 5.224 -3.533 0.643  -0.484
4 C 4.182 -1.922 -1.227  0.043
5 C 3.646 -1.727 -2.482  -0.337
6 C 2.674 -0.760 -2.648  -0.521
7 C 2.256 -0.004 -1.557  0.299
8 C 1.129 0.973 -1.740  -1.081
9 C 0.192 1.030 -0.521  -0.755
10 S -0.060 -0.607 0.213  -0.133
11 C 0.114 -1.707 -1.120  0.346
12 N 0.863 -2.758 -1.055  0.207
13 N 0.794 -3.379 -2.274  -0.502
14 C 0.013 -2.657 -3.005  -0.063
15 O -0.444 -1.578 -2.352  -0.288
16 C 2.858 -0.216 -0.337  -0.280
17 N 3.797 -1.161 -0.196  0.007
18 H 3.729 -4.497 -1.450  0.375
19 H 4.278 -3.519 0.856  0.354
20 H 3.961 -2.338 -3.312  0.437
21 H 2.207 -0.590 -3.607  0.511
22 H 0.567 0.768 -2.645  0.401
23 H 1.543 1.976 -1.883  0.538
24 H -0.719 1.569 -0.767  0.351
25 H 0.665 1.620 0.266  0.432
26 H -0.250 -2.861 -4.024  0.431
27 H 2.539 0.350 0.519  0.428
28 H 4.177 -1.292 0.734  0.377
29 C -1.493 -3.628 2.022  0.640
30 O -2.458 -3.928 1.294  -0.624
31 O -0.303 -3.425 1.569  -0.588
32 O -1.581 -3.481 3.305  -0.687
33 C -2.609 1.633 2.205  1.256
34 C -2.562 2.126 3.501  -0.375
35 C -3.320 3.227 3.875  -0.906
36 C -4.139 3.838 2.941  -0.505
37 C -4.193 3.346 1.641  -0.649
38 C -3.428 2.248 1.271  -0.606
39 H -2.018 0.769 1.918  -0.036
40 H -1.931 1.640 4.242  -0.213
41 H -3.273 3.604 4.887  0.385
42 H -4.737 4.694 3.224  0.401
43 H -4.845 3.822 0.915  0.603
44 H -3.473 1.864 0.258  0.634
45 O -3.095 4.417 -1.587  -0.713
46 H -3.807 4.965 -2.017  0.419
47 H -3.291 4.261 -0.616  0.388
48 H -2.191 4.829 -1.709  0.485
49 Li -1.311 -0.212 4.466  0.834

=====

Record 2
C34H45FGe2IrN2 | ωB97M-V with the def2-TZVPD basis set

Properties
E_tot	-5789.97247	a.u.
⟨S²⟩	0.757
multiplicity	2
frontier orbital gap (alpha / beta)	7.084 / 7.321	eV
energy relative to the best compared isomer or geometry (same formula, charge and spin)	26.7	kJ/mol

Last column: Löwdin spin population.
Cartesian coordinates (Å):
1 Ir -1.529 -0.485 -0.883  0.680
2 C -1.387 0.854 4.210  0.001
3 C -2.726 0.676 3.489  0.004
4 C -3.594 1.911 3.709  0.001
5 C -3.442 -0.567 4.012  0.001
6 N -2.600 0.564 2.021  0.003
7 N -1.811 -0.511 1.523  0.107
8 H -1.556 1.075 5.266  0.000
9 H -0.817 1.676 3.776  0.000
10 H -0.787 -0.054 4.157  0.000
11 H -3.814 2.040 4.769  0.000
12 H -4.533 1.812 3.163  0.000
13 H -3.080 2.809 3.354  0.000
14 H -3.757 -0.411 5.045  0.000
15 H -2.789 -1.443 3.996  0.001
16 H -4.327 -0.771 3.406  0.000
17 H -2.216 1.417 1.635  0.000
18 H -2.290 -1.372 1.760  0.000
19 H -0.882 -0.552 1.941  0.000
20 F 1.302 -3.508 -5.360  0.007
21 C 0.370 -3.270 -4.409  0.022
22 C 0.586 -3.738 -3.123  0.000
23 C -0.360 -3.479 -2.155  0.022
24 C -1.520 -2.741 -2.430  0.015
25 C -2.474 -2.386 -1.355  0.039
26 C -1.715 -2.331 -3.748  0.031
27 C -0.774 -2.587 -4.742  -0.005
28 H 1.490 -4.292 -2.901  -0.001
29 H -0.210 -3.843 -1.146  0.001
30 H -2.435 -3.037 -0.484  0.002
31 H -3.489 -2.179 -1.689  0.005
32 H -2.624 -1.796 -4.000  0.001
33 H -0.926 -2.258 -5.762  -0.001
34 C -2.467 3.845 -3.465  0.002
35 Ge -1.428 2.264 -2.919  0.007
36 C -1.097 1.209 -4.531  0.001
37 C 0.269 2.972 -2.255  0.000
38 C -2.455 1.233 -1.609  0.019
39 H -1.889 4.429 -4.186  0.000
40 H -2.688 4.484 -2.609  0.000
41 H -3.410 3.559 -3.934  0.000
42 H -0.541 1.805 -5.257  0.000
43 H -2.040 0.905 -4.992  0.000
44 H -0.522 0.311 -4.303  0.000
45 H 0.768 3.504 -3.067  0.000
46 H 0.926 2.177 -1.902  0.000
47 H 0.114 3.676 -1.436  0.000
48 H -3.382 0.901 -2.090  0.004
49 H -2.722 1.885 -0.770  0.002
50 C 0.243 -0.497 -1.120  0.013
51 Ge 1.603 -0.300 0.247  0.002
52 C 1.460 -1.772 1.540  0.003
53 C 1.446 -3.086 1.064  0.000
54 C 1.255 -4.157 1.924  0.000
55 C 1.057 -3.930 3.282  0.000
56 C 1.082 -2.633 3.773  0.000
57 C 1.291 -1.565 2.906  0.001
58 C 3.385 -0.302 -0.533  -0.001
59 C 3.696 0.654 -1.503  0.000
60 C 4.939 0.661 -2.118  0.000
61 C 5.888 -0.292 -1.772  0.000
62 C 5.592 -1.247 -0.810  0.000
63 C 4.345 -1.254 -0.196  0.000
64 C 1.376 1.410 1.208  -0.001
65 C 0.295 2.248 0.948  0.000
66 C 0.189 3.498 1.549  0.000
67 C 1.178 3.933 2.418  0.000
68 C 2.266 3.112 2.689  0.000
69 C 2.364 1.866 2.084  0.000
70 H 0.593 -0.717 -2.136  0.012
71 H 1.590 -3.266 0.004  0.000
72 H 1.260 -5.170 1.541  0.000
73 H 0.895 -4.763 3.954  0.000
74 H 0.947 -2.453 4.833  0.000
75 H 1.348 -0.557 3.301  0.000
76 H 2.957 1.399 -1.779  0.000
77 H 5.167 1.409 -2.867  0.000
78 H 6.857 -0.291 -2.254  0.000
79 H 6.333 -1.989 -0.538  0.000
80 H 4.119 -2.005 0.553  0.000
81 H -0.458 1.924 0.237  0.000
82 H -0.654 4.141 1.320  0.000
83 H 1.106 4.910 2.880  0.000
84 H 3.045 3.451 3.360  0.000
85 H 3.227 1.241 2.291  0.000

=====

Record 3
C33H24BeBrF4NOPS3 | ωB97M-V with the def2-TZVPD basis set

Properties
total charge	+1
E_tot	-5925.98096	a.u.
frontier orbital gap	7.731	eV
energy relative to the best compared isomer or geometry (same formula, charge and spin)	48.6	kJ/mol

Last column: Mulliken charge in e.
Cartesian coordinates (Å):
1 Be -0.324 -0.366 -0.376  -0.403
2 S -1.071 0.285 2.480  -0.327
3 C -1.586 -1.119 1.699  0.312
4 N -1.282 -1.468 0.443  0.628
5 C -1.814 -2.713 0.104  -0.708
6 C -1.626 -3.396 -1.088  0.289
7 C -2.222 -4.632 -1.253  -0.852
8 C -3.001 -5.196 -0.244  -0.563
9 C -3.179 -4.533 0.954  -0.558
10 C -2.575 -3.294 1.119  0.846
11 S -2.584 -2.268 2.517  -0.250
12 H -1.018 -2.983 -1.876  0.332
13 H -2.073 -5.168 -2.179  0.454
14 H -3.460 -6.162 -0.394  0.405
15 H -3.768 -4.969 1.745  0.412
16 F -3.462 4.758 -3.866  -0.268
17 C -2.760 3.670 -3.607  0.608
18 C -2.230 2.918 -4.647  0.172
19 F -2.425 3.289 -5.902  -0.275
20 C -1.490 1.778 -4.353  0.471
21 F -0.979 1.091 -5.374  -0.356
22 C -1.277 1.355 -3.049  -0.229
23 P -0.243 -0.090 -2.677  0.769
24 C -0.847 -1.419 -3.743  0.362
25 C -2.186 -1.484 -4.112  -0.552
26 C -2.661 -2.579 -4.816  -0.835
27 C -1.802 -3.612 -5.155  -0.605
28 C -0.465 -3.556 -4.783  -0.885
29 C 0.011 -2.467 -4.074  -0.208
30 C 1.374 0.421 -3.321  0.526
31 C 1.842 0.082 -4.588  -0.201
32 C 3.054 0.585 -5.033  -0.817
33 C 3.793 1.441 -4.231  -0.566
34 C 3.320 1.802 -2.977  -0.726
35 C 2.118 1.289 -2.524  -0.560
36 C -1.808 2.134 -2.024  -0.116
37 Br -1.523 1.703 -0.194  0.025
38 C -2.539 3.276 -2.290  0.041
39 F -3.036 4.018 -1.310  -0.305
40 H -2.870 -0.688 -3.848  0.494
41 H -3.701 -2.623 -5.100  0.441
42 H -2.173 -4.462 -5.708  0.443
43 H 0.205 -4.362 -5.042  0.430
44 H 1.053 -2.443 -3.777  0.562
45 H 1.262 -0.560 -5.234  0.480
46 H 3.414 0.316 -6.014  0.448
47 H 4.734 1.836 -4.588  0.410
48 H 3.888 2.482 -2.357  0.491
49 H 1.742 1.561 -1.548  0.272
50 C 3.000 4.921 3.974  -1.464
51 C 2.697 3.608 3.323  0.899
52 C 2.267 2.519 4.071  -0.832
53 C 1.997 1.299 3.470  -0.553
54 C 2.181 1.173 2.102  0.488
55 C 2.612 2.245 1.329  -0.061
56 C 2.855 3.456 1.944  -0.900
57 S 1.872 -0.422 1.423  0.431
58 C 3.508 -0.836 0.845  -1.041
59 O 1.185 -0.214 0.049  0.444
60 H 2.626 4.954 4.995  0.372
61 H 2.557 5.747 3.420  0.366
62 H 4.078 5.087 4.005  0.317
63 H 2.122 2.627 5.136  0.361
64 H 1.616 0.473 4.050  0.479
65 H 2.745 2.139 0.262  0.157
66 H 3.177 4.302 1.351  0.428
67 H 3.897 -0.044 0.210  0.298
68 H 3.423 -1.768 0.295  0.446
69 H 4.136 -0.972 1.721  0.407